Molecular formula: C10H30NO13
Method: DFT, the ωB97M-V functional and the def2-TZVPD basis

## Properties
**Molar mass**: 372.34 g/mol
**Energy above the lowest of the compared OMol25 structures with the same formula, charge and spin**: 9.45 kcal per mole
**Net charge**: -1
**E_HOMO**: -7.04 eV

Last column: natural (NBO) charge in e.
Geometry (Å):
N  0.2057  0.2942  0.6648  0.74
O  0.1512  1.0213  1.6846  -0.55
O  0.6360  -0.8680  0.7414  -0.51
O  -0.1768  0.7488  -0.4426  -0.57
C  1.6830  -4.2884  -0.3179  -0.07
C  2.8764  -3.5931  0.3263  -0.10
O  3.8124  -4.5261  0.8591  -0.72
O  0.6997  -3.3731  -0.7571  -0.74
H  1.2509  -4.9191  0.4715  0.16
H  1.9863  -4.9354  -1.1457  0.15
H  2.5613  -2.9747  1.1672  0.19
H  3.3552  -2.9111  -0.3870  0.16
H  4.2689  -4.9376  0.1191  0.46
H  0.9129  -2.4913  -0.4157  0.50
C  1.3433  4.7454  -1.1268  -0.08
C  0.4142  4.1864  -0.0784  -0.09
O  1.1220  3.6534  1.0104  -0.75
O  1.6913  6.0896  -0.7468  -0.73
H  0.8253  4.7993  -2.0939  0.15
H  2.2359  4.1496  -1.3267  0.17
H  -0.2211  3.4340  -0.5570  0.19
H  -0.2634  4.9909  0.2288  0.16
H  0.7461  2.7970  1.2656  0.50
H  2.4292  6.3875  -1.2841  0.46
C  -0.5175  -1.0081  -3.4108  -0.09
C  0.0588  -2.2655  -4.0342  -0.09
O  0.8406  -1.9695  -5.1945  -0.72
O  0.5432  -0.1521  -2.9881  -0.76
H  -1.0910  -1.3126  -2.5265  0.17
H  -1.1391  -0.4248  -4.1008  0.16
H  -0.7445  -2.9663  -4.2926  0.15
H  0.6803  -2.7436  -3.2768  0.20
H  0.2920  -2.1043  -5.9688  0.46
H  0.3110  0.1533  -2.0894  0.50
C  -3.6776  1.5046  -0.9375  -0.08
C  -3.8390  -0.0010  -1.0959  -0.09
O  -5.1946  -0.3494  -0.8083  -0.74
O  -2.4649  1.9960  -1.4850  -0.73
H  -3.8414  1.7807  0.1109  0.15
H  -4.4820  1.9709  -1.5137  0.17
H  -3.1471  -0.5401  -0.4392  0.16
H  -3.6004  -0.2872  -2.1238  0.17
H  -5.2192  -0.9991  -0.1048  0.47
H  -1.7640  1.5476  -0.9678  0.49
C  -0.3451  -0.3063  5.0662  -0.09
C  0.7152  0.8118  5.0303  -0.09
O  1.6621  0.6065  3.9876  -0.75
O  -0.0711  -1.2695  6.0772  -0.73
H  -0.4521  -0.7443  4.0740  0.18
H  -1.2954  0.1557  5.3520  0.17
H  1.1791  0.8886  6.0147  0.18
H  0.2664  1.8044  4.8557  0.16
H  1.1530  0.5896  3.1540  0.50
H  0.6385  -1.8455  5.7771  0.47

Forces on the atoms, in the same order (eV/Å):
0.2176 -0.5462 -0.1461
-0.1190 -0.1308 -0.3604
-0.1334 0.5085 0.1318
-0.0328 0.0513 0.4064
-0.2507 0.1401 0.8833
0.2104 0.1847 -0.2111
0.0071 -0.0458 -0.1574
0.2686 0.0066 -0.2676
0.0152 -0.1754 -0.1979
0.0788 0.0785 -0.0737
-0.1979 -0.0739 -0.0061
0.0176 -0.0812 -0.0496
-0.0021 -0.0180 0.0439
-0.2894 0.0977 0.0304
-0.1708 0.7870 -0.6468
-0.1674 -0.4508 -0.4964
0.1816 0.0502 0.3253
0.1766 -0.0819 0.1297
-0.2344 -0.0714 0.1133
0.0002 -0.2260 0.5221
0.1273 -0.1061 0.0727
0.1128 0.1232 0.1035
-0.0644 0.0705 -0.1065
0.0077 -0.0646 -0.0191
0.5788 0.3439 0.4153
-0.2743 0.3094 -0.0977
0.1568 -0.2419 0.1078
-0.2343 -0.2004 0.2190
-0.2437 0.0049 -0.1906
-0.2167 -0.3558 -0.0798
-0.0422 0.0499 0.0729
0.1918 0.0156 -0.1704
-0.0579 0.0758 -0.0105
0.2627 -0.0737 -0.2918
-0.3918 0.1912 -0.6124
0.1722 -0.0429 0.0589
-0.0655 0.0114 -0.0239
-0.0713 -0.6629 0.8287
0.2380 0.0506 0.0315
-0.0191 0.0009 0.0760
-0.0089 0.0497 -0.0156
-0.0317 0.0545 -0.0044
0.0762 -0.0173 0.0260
0.1302 0.4394 -0.3906
0.1061 1.0337 0.6191
-0.4192 0.2967 -1.0283
0.1782 -0.3200 0.6691
-0.0744 -0.3330 -0.1032
0.0241 -0.1080 -0.0407
-0.0303 -0.2261 -0.0361
0.3988 -0.2929 -0.1700
-0.3457 -0.2762 0.0857
0.2094 0.0960 0.1129
0.0446 0.1014 -0.0805



Molecular formula: C10H30O10Tl
Method: DFT, the ωB97M-V functional and the def2-TZVPD basis

## Properties
**Molar mass**: 514.72 g/mol
**Energy above the lowest of the compared OMol25 structures with the same formula, charge and spin**: 50.60 kcal per mole
**Net charge**: +3
**E_HOMO**: -18.96 eV

Last column: natural (NBO) charge in e.
Geometry (Å):
Tl  0.9086  0.0759  0.0290  1.42
C  -0.3239  -0.6002  -4.8941  -0.11
C  0.6491  0.2255  -4.0421  -0.10
O  0.0914  0.7030  -2.7754  -0.74
O  -0.5130  -1.9225  -4.4327  -0.73
H  0.0390  -0.5744  -5.9216  0.23
H  -1.2695  -0.0590  -4.9264  0.19
H  1.0392  1.0882  -4.5823  0.23
H  1.5305  -0.3568  -3.7734  0.21
H  -0.6960  1.2426  -2.8780  0.49
H  -0.8459  -2.3729  -5.2123  0.52
C  -3.0186  0.1978  0.1835  -0.09
C  -2.5671  -0.0745  1.6529  -0.10
O  -1.2787  0.4659  1.9935  -0.71
O  -2.0153  -0.2670  -0.6873  -0.72
H  -3.2080  1.2405  -0.0712  0.19
H  -3.9471  -0.3297  -0.0349  0.22
H  -2.5145  -1.1473  1.8383  0.19
H  -3.3901  0.3153  2.2519  0.22
H  -1.2427  0.4640  2.9528  0.49
H  -2.4333  -0.3973  -1.5416  0.50
C  2.6367  -0.5184  3.4203  -0.10
C  3.6202  0.4097  2.5929  -0.08
O  3.5978  -0.0855  1.2853  -0.65
O  1.3042  -0.2709  3.0835  -0.65
H  2.7800  -0.4716  4.4998  0.23
H  2.7641  -1.5781  3.1989  0.22
H  4.6170  0.2382  2.9993  0.24
H  3.2717  1.4388  2.6792  0.22
H  4.4935  -0.4120  1.1727  0.53
H  0.8300  0.1507  3.8039  0.50
C  -0.6200  -3.5619  0.4275  -0.10
C  -0.9255  -3.2467  -1.0678  -0.12
O  0.0565  -2.3718  -1.6802  -0.59
O  -0.3922  -2.3408  1.2353  -0.70
H  0.2753  -4.1803  0.4928  0.23
H  -1.4465  -4.1687  0.7975  0.24
H  -1.8542  -2.7067  -1.2524  0.23
H  -1.1000  -4.1553  -1.6441  0.26
H  -0.2236  -2.3437  -2.5979  0.53
H  -0.4142  -2.4645  2.1870  0.51
C  0.8442  3.7527  1.3915  -0.10
C  -0.4338  3.7667  0.5094  -0.09
O  -0.5384  2.6141  -0.3833  -0.74
O  1.1902  2.4159  1.7609  -0.69
H  0.7129  4.3616  2.2860  0.22
H  1.7495  4.1426  0.9262  0.22
H  -0.4310  4.6733  -0.0957  0.23
H  -1.2986  3.8252  1.1703  0.20
H  -1.2185  2.7479  -1.0476  0.50
H  1.1585  2.4221  2.7203  0.50

Forces on the atoms, in the same order (eV/Å):
-1.7149 0.1728 0.4942
0.5853 1.4717 0.3922
-0.2022 -0.4191 0.1557
0.6989 -0.6634 0.4431
0.1412 0.3730 0.1964
0.2231 -0.1938 -0.0796
-0.3843 0.0295 0.0371
-0.3218 0.0746 -0.2286
-0.1273 -0.1509 0.1169
-0.0597 0.0664 -0.3832
-0.1598 -0.7546 0.0878
0.3840 -0.1334 1.0003
-1.0177 -0.2735 -1.0337
-0.4256 0.3923 -0.8947
0.8070 -0.1335 -0.3965
0.0705 0.3561 0.6077
-0.1221 -0.1424 0.4929
-0.2145 -0.0320 -0.3010
0.2697 0.3356 0.3849
0.1036 -0.0223 0.1596
0.2008 -0.2040 -0.3445
0.0826 -0.5582 0.9253
-0.6252 -1.5197 0.9697
-0.1439 1.3185 -0.4528
-0.5028 -0.0044 -0.8245
0.2219 0.6628 0.0340
0.7118 0.0872 -0.5523
-0.0444 0.2866 0.3011
0.0530 0.0223 -0.2538
0.1313 -0.7026 -0.8630
0.0858 0.2904 0.2438
0.2506 0.9483 -0.5169
0.7681 1.4409 0.9908
0.1274 -1.3294 1.7543
-0.3975 -0.1990 -2.0773
0.1210 -0.0848 -0.0585
-0.1501 0.2463 0.3499
-0.6511 0.0975 0.7121
0.5919 -0.3841 -0.1040
0.0509 0.5589 -1.3497
0.1466 -0.6368 0.1775
0.3536 -0.0698 -0.7085
0.0064 0.0917 -0.3726
0.8980 -0.0243 1.2572
0.0907 -0.2035 0.0318
-0.4540 -0.0009 -0.0912
-0.3029 0.1554 -0.6514
0.1777 0.0343 0.0199
-0.1073 -0.4181 -0.0087
-0.0513 0.3202 -0.0137
-0.1730 -0.5748 0.2245



no.,lowest unoccupied orbital energy (eV),total energy (eV),HOMO-LUMO gap (eV)
1,2.66,-38961.0445,9.70
2,-15.81,-35988.9951,3.15